Entry 1:
The molecule C5H9NO4, computed with wB97M-V/def2-TZVPD.

Summary:
Total charge   0
Multiplicity   1
HOMO level   -9.9004 eV
Relative energy (zero: lowest compared OMol25 entry of this formula, charge and spin)   59.6 kcal/mol
SMILES   CN(C=O)[C@@H](CO)C(=O)O

Cartesian coordinates (Å):
C: -1.92 -1.76 -0.37
N: -2.17 -1.40 1.02
C: -3.24 -1.89 1.67
O: -4.01 -2.72 1.21
C: -1.25 -0.51 1.68
C: 0.17 -1.08 1.78
O: 0.86 0.04 2.33
C: -1.20 0.89 1.05
O: -2.22 1.40 0.66
H: -1.22 -2.60 -0.45
H: -2.86 -2.04 -0.85
H: -1.51 -0.89 -0.91
H: -3.36 -1.47 2.69
H: -1.61 -0.36 2.71
H: 0.16 -1.93 2.47
H: 0.58 -1.36 0.80
O: 0.04 1.54 0.61
H: 1.69 0.39 1.77
H: 0.72 0.83 0.60

---

Entry 2:
The molecule C5H9NO6S, computed with wB97M-V/def2-TZVPD.

Summary:
Total charge   0
Multiplicity   1
HOMO level   -9.2242 eV
SMILES   O=NOC(=O)OC(O)(O)CCCS

Cartesian coordinates (Å):
O: 0.79 2.32 2.92
N: 0.18 1.83 2.07
O: -1.11 1.43 2.58
C: -1.94 0.89 1.62
O: -3.12 0.93 1.78
O: -1.32 0.41 0.53
C: -0.70 -0.89 0.58
O: -1.53 -1.74 -0.14
O: -0.68 -1.35 1.90
C: 0.69 -0.81 -0.04
C: 0.72 -0.78 -1.57
C: 1.46 0.40 -2.21
S: 0.97 2.04 -1.62
H: -1.88 -2.39 0.48
H: 0.20 -1.21 2.28
H: 1.17 0.09 0.35
H: 1.25 -1.67 0.32
H: 1.22 -1.68 -1.92
H: -0.29 -0.82 -1.98
H: 2.53 0.30 -2.07
H: 1.28 0.37 -3.28
H: 0.10 2.32 -2.60

---

Which orbital gap belongs to each record? In order, 9.88, 8.75 eV.